Record 1
Density functional theory data (ωB97M-V/def2-TZVPD) for a molecular structure, C37H56BFN16S5Y.

Geometry as XYZ:
```
117
C37H56BFN16S5Y ωB97M-V/def2-TZVPD
Y 0.20 0.16 -0.81
C 5.30 2.34 1.06
C 5.27 0.81 1.10
C 5.38 0.21 -0.29
C 6.48 0.36 1.94
N 4.03 0.29 1.76
C 4.05 -0.81 2.59
C 2.82 -0.94 3.10
N 2.02 0.06 2.60
B 0.61 0.23 3.30
N -0.27 -1.10 3.17
C -0.07 -1.99 4.22
C -0.76 -3.12 3.98
N -1.41 -2.95 2.77
C -1.11 -1.71 2.29
S -1.84 -1.05 0.89
C -2.28 -4.00 2.15
C -1.73 -4.38 0.79
C -2.25 -5.24 3.04
C -3.73 -3.51 2.09
N -0.05 1.65 3.29
C 0.08 2.30 4.51
C -0.53 3.49 4.44
N -1.08 3.60 3.18
C -0.75 2.48 2.47
S -1.15 2.27 0.82
C -1.80 4.87 2.84
C -0.74 5.96 2.71
C -2.64 4.85 1.56
C -2.76 5.17 3.99
C 2.76 0.78 1.74
S 2.11 1.98 0.70
H 6.29 2.63 0.72
H 4.56 2.76 0.40
H 5.14 2.76 2.05
H 6.30 0.54 -0.78
H 5.39 -0.88 -0.25
H 4.53 0.52 -0.91
H 7.37 0.86 1.55
H 6.35 0.65 2.98
H 6.66 -0.71 1.89
H 4.93 -1.40 2.77
H 2.44 -1.67 3.80
H 0.92 0.13 4.45
H 0.53 -1.73 5.06
H -0.85 -4.01 4.57
H -0.73 -4.82 0.89
H -2.38 -5.13 0.34
H -1.65 -3.53 0.12
H -1.24 -5.64 3.15
H -2.67 -5.05 4.03
H -2.86 -6.00 2.56
H -3.83 -2.63 1.46
H -4.35 -4.31 1.69
H -4.09 -3.26 3.09
H 0.62 1.86 5.32
H -0.62 4.26 5.18
H -0.06 5.73 1.88
H -1.21 6.92 2.51
H -0.15 6.06 3.62
H -2.05 4.75 0.66
H -3.39 4.06 1.57
H -3.17 5.81 1.54
H -2.25 5.39 4.93
H -3.36 6.05 3.74
H -3.43 4.33 4.16
N -3.78 1.05 -0.60
C -3.16 1.82 -1.55
N -1.91 1.66 -1.89
C -1.57 2.56 -2.89
C -2.57 3.36 -3.32
S -4.01 3.02 -2.44
C -0.18 2.64 -3.33
C 0.26 3.33 -4.41
S 1.98 3.36 -4.43
C 1.99 2.44 -2.97
N 0.81 2.09 -2.53
N 3.14 2.12 -2.34
H -3.16 0.84 0.19
H -4.66 1.43 -0.28
H -2.54 4.15 -4.05
H -0.32 3.82 -5.17
H 3.97 2.62 -2.62
H 3.04 1.97 -1.33
F 1.38 -1.10 0.28
N 3.26 -1.98 -5.27
N 2.98 -1.63 -3.96
N 3.65 -2.12 -2.94
C 3.08 -1.47 -1.93
N 2.13 -0.63 -2.36
N 2.09 -0.74 -3.67
H 3.54 -2.96 -5.24
H 2.38 -1.91 -5.77
H 3.30 -1.63 -0.90
C -4.01 -2.63 -4.45
N -3.61 -1.53 -3.53
C -3.76 -1.95 -2.10
C -2.22 -0.96 -3.85
C -1.15 -1.93 -3.48
C -0.86 -2.97 -4.37
C -0.02 -3.99 -4.00
C 0.51 -3.98 -2.71
C 0.26 -2.91 -1.86
C -0.53 -1.80 -2.21
H -5.05 -2.86 -4.27
H -3.38 -3.49 -4.24
H -3.86 -2.30 -5.48
H -4.26 -0.75 -3.69
H -2.95 -2.62 -1.86
H -4.73 -2.44 -2.00
H -3.71 -1.06 -1.48
H -2.15 -0.06 -3.25
H -2.27 -0.71 -4.91
H -1.30 -2.97 -5.36
H 0.21 -4.80 -4.68
H 1.13 -4.80 -2.37
H 0.74 -2.92 -0.88
```

Results
total charge: +1
M: 1004.0 Da
E_tot: -4473.67422 Eh
HOMO: -8.871 eV
maximum force: 0.9 eV Å⁻¹

Record 2
Density functional theory data (ωB97M-V/def2-TZVPD) for a molecular structure, C22H44F12NO24S2V at a distorted geometry.

Geometry as XYZ:
```
106
C22H44F12NO24S2V ωB97M-V/def2-TZVPD
V -27.56 17.02 17.74
C -31.35 14.93 19.19
F -31.96 16.17 19.27
F -32.05 14.06 19.84
F -31.27 14.64 17.92
S -29.53 14.99 19.87
O -29.54 14.61 21.27
O -28.79 13.95 19.13
N -28.78 16.52 19.38
S -29.31 17.48 20.54
O -29.40 18.82 20.00
O -30.48 17.11 21.31
C -27.75 17.52 21.79
F -28.06 18.36 22.81
F -27.50 16.20 22.18
F -26.61 17.96 21.23
F -26.68 18.73 18.51
F -26.47 20.64 20.82
C -34.35 14.56 24.16
C -34.91 15.94 24.24
O -34.64 16.51 23.06
C -34.29 15.52 22.18
O -34.26 15.67 20.99
O -34.01 14.42 22.83
F -34.25 16.66 25.21
H -35.06 13.79 24.46
H -33.55 14.41 24.89
H -35.95 15.85 24.58
C -29.88 15.78 25.51
C -30.46 16.62 24.49
O -31.19 17.62 25.22
C -30.78 17.61 26.43
O -31.16 18.40 27.34
O -29.86 16.70 26.60
F -31.36 15.88 23.83
H -28.87 15.54 25.19
H -30.33 14.84 25.83
H -29.78 16.96 23.71
C -27.10 19.65 27.70
C -27.72 20.20 26.42
O -27.81 19.08 25.71
C -26.87 18.23 26.07
O -26.56 17.24 25.43
O -26.25 18.74 27.16
F -27.00 21.05 25.71
H -27.82 19.07 28.28
H -26.72 20.45 28.33
H -28.72 20.62 26.58
C -25.16 21.57 23.34
C -24.53 20.22 23.64
O -24.25 20.42 25.00
C -24.18 21.76 25.28
O -23.94 22.18 26.39
O -24.46 22.40 24.22
F -23.44 20.05 22.88
H -26.22 21.50 23.59
H -24.91 21.92 22.34
H -25.23 19.41 23.40
C -34.34 11.75 20.74
O -35.49 11.57 21.50
H -34.27 11.39 19.72
H -33.97 12.77 20.66
H -33.50 11.20 21.17
H -35.81 10.68 21.36
C -23.62 18.37 19.76
O -23.79 19.76 19.39
H -23.15 18.06 18.83
H -23.05 18.31 20.69
H -24.52 17.80 20.00
H -23.00 20.13 19.79
C -28.83 14.99 15.55
O -28.20 15.11 16.79
H -28.45 15.67 14.79
H -28.71 13.96 15.20
H -29.89 15.14 15.76
H -28.35 14.33 17.33
C -25.70 15.06 19.83
O -25.77 15.80 18.57
H -26.57 15.24 20.46
H -25.53 14.02 19.57
H -24.78 15.44 20.27
H -25.16 15.29 18.04
C -30.36 18.33 16.67
O -28.98 18.03 16.52
H -30.85 17.35 16.71
H -30.54 18.76 17.66
H -30.78 18.89 15.84
H -28.65 18.84 16.13
C -33.49 19.11 21.34
O -32.35 19.76 21.87
H -34.13 19.84 20.84
H -33.26 18.20 20.78
H -34.09 18.88 22.23
H -31.72 19.06 22.07
C -30.87 11.86 22.67
O -31.04 10.79 23.54
H -30.73 11.54 21.63
H -31.72 12.54 22.77
H -29.97 12.44 22.91
H -30.18 10.38 23.68
C -29.01 22.46 22.62
O -29.75 21.37 21.99
H -29.63 23.35 22.57
H -28.94 22.38 23.70
H -28.07 22.63 22.11
H -29.07 20.76 21.71
```

Results
multiplicity: 4
total charge: -1
M: 1049.6 Da
E_tot: -5663.80056 Eh
HOMO (alpha / beta): -3.750 / -3.752 eV
maximum force: 6.8 eV Å⁻¹